[1]
Formula: C17H16Cl5MnO6S2
Source: OMol25
Level of theory: ωB97M-V/def2-TZVPD

Geometry as XYZ:
```
47
Properties=species:S:1:pos:R:3:forces:R:3
Mn -0.057 1.680 -0.549 0.42 -0.15 0.09
Cl -1.792 4.080 0.837 0.24 -0.07 -0.02
C -0.062 4.195 1.038 -0.31 0.14 0.02
C 0.758 3.261 0.423 -0.10 -0.12 0.09
C 2.121 3.462 0.525 0.41 -0.05 -0.03
Cl 3.226 2.385 -0.302 -0.26 0.07 0.07
C 2.673 4.517 1.249 0.08 0.07 0.05
Cl 4.381 4.727 1.368 -0.13 -0.04 -0.03
C 1.821 5.417 1.888 0.06 0.02 0.01
Cl 2.475 6.723 2.800 -0.05 -0.07 -0.05
C 0.441 5.263 1.773 0.00 0.14 0.09
Cl -0.609 6.397 2.537 0.05 -0.10 -0.07
O -2.005 2.708 -2.358 0.03 -0.12 -0.33
S -0.980 1.797 -2.816 0.12 -0.16 0.13
O -0.939 1.409 -4.185 0.01 -0.01 -0.02
O 0.398 2.332 -2.312 -0.34 0.13 0.20
O -1.004 0.563 -1.855 -0.33 0.21 -0.15
C 2.574 -1.937 -0.154 -0.04 0.07 -0.03
C 1.820 -0.786 -0.750 -0.06 -0.12 0.01
C 1.890 -0.595 -2.228 -0.04 -0.08 -0.05
O 1.155 -0.059 -0.022 0.23 0.05 -0.05
H 3.643 -1.749 -0.281 0.01 0.00 0.00
H 2.345 -2.854 -0.702 -0.01 0.01 0.00
H 2.339 -2.049 0.900 0.01 0.01 0.03
H 0.898 -0.822 -2.633 0.05 -0.04 0.00
H 2.635 -1.249 -2.673 0.00 0.03 -0.06
H 2.075 0.446 -2.489 0.03 0.07 0.08
C -0.433 -5.477 -0.270 0.02 -0.03 0.00
C -0.922 -4.072 -0.060 -0.02 0.00 -0.03
C -1.733 -3.453 -1.004 -0.03 0.05 0.00
C -2.199 -2.160 -0.806 0.05 -0.09 0.00
C -1.854 -1.495 0.359 0.00 0.05 0.00
C -1.024 -2.079 1.308 -0.01 -0.07 -0.06
C -0.571 -3.366 1.093 0.04 0.01 0.05
S -2.422 0.170 0.534 0.25 0.42 0.13
C -3.258 0.064 2.101 -0.06 -0.11 0.10
O -1.174 0.997 0.942 -0.34 -0.17 -0.15
H -0.458 -5.751 -1.323 0.00 0.00 0.00
H -1.059 -6.187 0.273 -0.01 0.01 0.00
H 0.588 -5.600 0.095 0.00 0.00 0.00
H -1.994 -3.978 -1.915 0.01 -0.01 0.00
H -2.794 -1.663 -1.560 0.00 0.02 0.00
H -0.708 -1.524 2.182 -0.01 0.02 0.01
H 0.077 -3.834 1.824 0.00 0.00 0.00
H -2.568 -0.290 2.864 -0.01 -0.02 0.00
H -4.097 -0.621 1.979 0.01 0.00 0.04
H -3.619 1.059 2.353 0.03 0.04 -0.07
```
Forces are in eV/Å.

- Multiplicity: 5
- HOMO energy (alpha / beta): -9.0 / -8.9 eV
- Expectation value of S²: 6.077
- Calculated total energy: -5357.21963 Ha

***

[2]
Formula: C17H16FN2O2
Source: OMol25
Level of theory: ωB97M-V/def2-TZVPD

Geometry as XYZ:
```
38
Properties=species:S:1:pos:R:3:forces:R:3
C 3.016 -2.791 2.740 -0.21 -0.01 0.33
C 2.775 -3.055 1.275 0.40 -0.12 0.38
O 1.829 -2.074 0.798 -0.36 0.10 -0.92
C 1.434 -2.317 -0.479 0.88 -1.30 0.50
C 0.618 -1.242 -1.022 -0.07 -0.81 -1.05
N 0.171 -1.481 -2.257 -1.73 0.80 -3.31
N -0.256 -1.595 -3.332 1.95 0.33 4.82
O 1.749 -3.330 -1.080 -0.60 1.26 0.22
H 3.918 -3.323 3.056 -0.17 0.07 0.02
H 3.144 -1.725 2.962 0.09 -0.20 -0.17
H 2.169 -3.157 3.332 0.19 0.09 -0.01
H 3.707 -2.950 0.706 -0.28 -0.05 -0.05
H 2.372 -4.062 1.125 0.12 0.27 -0.11
H 0.441 -0.283 -0.484 0.16 -1.36 -0.91
F -0.846 2.890 -5.404 0.33 -0.40 1.96
C -0.731 2.636 -4.062 -0.52 0.25 -1.43
C 0.461 2.920 -3.408 0.09 0.18 0.37
C 0.563 2.589 -2.063 0.42 -0.78 -0.52
C -0.490 1.927 -1.370 0.65 -1.09 0.17
C -0.123 1.199 -0.145 -2.68 5.41 1.41
C -1.033 0.976 0.994 0.53 -1.24 -0.39
C -0.482 1.006 2.311 0.44 -0.63 -0.27
C -1.170 0.481 3.397 -0.07 0.24 -0.10
C -2.465 -0.029 3.229 0.14 0.40 -0.44
C -3.067 0.017 1.967 0.03 0.23 -0.62
C -2.362 0.508 0.860 -0.26 -0.69 0.14
C -1.743 1.848 -2.032 -0.16 -0.72 -1.03
C -1.846 2.116 -3.406 -0.14 -0.08 1.18
H 1.295 3.339 -3.962 -0.17 0.03 0.14
H 1.522 2.724 -1.562 -0.22 -0.04 -0.14
H 0.845 1.560 0.216 0.30 -0.90 -0.30
H 0.546 1.356 2.438 -0.35 -0.13 0.01
H -0.690 0.430 4.375 -0.15 0.15 -0.30
H -3.010 -0.446 4.071 0.15 -0.01 -0.11
H -4.079 -0.381 1.813 0.51 0.22 0.15
H -2.800 0.389 -0.137 0.13 -0.03 0.70
H -2.616 1.446 -1.517 0.36 0.24 -0.39
H -2.765 1.882 -3.942 0.27 0.33 0.09
```
Forces are in eV/Å.

- HOMO energy: -12.4 eV
- Net charge: +1
- Calculated total energy: -1016.87412 Ha

***

Results for relative energy (zero: lowest compared OMol25 entry of this formula, charge and spin): 12.6; 38.4 (in kcal per mole, following the order of the records).